[1]
The following is a quantum chemistry calculation of a structure of composition C31H38F2N7OSTi, from the OMol25 dataset.

Each line ends with the Mulliken charge.
Atoms and positions in Å:
Ti (-0.471, -0.493, -0.727)  -0.440
C (0.751, 1.721, 2.709)  -0.730
C (1.613, 2.491, 1.712)  -0.619
C (1.574, 1.985, 0.263)  -0.805
N (0.246, 1.657, -0.242)  0.641
C (-0.616, 2.632, -0.375)  0.974
C (-0.284, 4.013, -0.249)  -1.088
C (-1.067, 5.127, -0.058)  -0.427
C (-2.447, 5.247, 0.077)  -0.655
C (-3.345, 4.217, -0.121)  -0.778
C (-3.138, 2.916, -0.553)  -0.520
C (-1.957, 2.196, -0.839)  1.170
N (-1.934, 1.025, -1.451)  0.171
C (-3.144, 0.611, -2.152)  -1.561
C (-4.061, -0.324, -1.368)  -0.219
C (-3.333, -1.595, -0.953)  -1.687
N (-2.256, -1.320, -0.023)  0.414
C (-2.433, -1.480, 1.269)  1.254
C (-3.711, -1.689, 1.848)  -0.871
C (-4.096, -2.074, 3.115)  -0.703
C (-3.328, -2.431, 4.214)  -0.646
C (-1.947, -2.393, 4.255)  -0.558
C (-1.025, -1.929, 3.333)  -0.686
C (-1.171, -1.365, 2.046)  1.054
N (-0.178, -0.828, 1.363)  0.782
C (1.134, -0.736, 1.986)  -0.633
C (1.246, 0.328, 3.081)  -0.885
H (0.698, 2.311, 3.628)  0.467
H (-0.274, 1.658, 2.334)  0.142
H (1.309, 3.538, 1.744)  0.450
H (2.659, 2.468, 2.040)  0.537
H (2.063, 2.723, -0.388)  0.441
H (2.182, 1.089, 0.180)  -0.562
H (0.779, 4.213, -0.271)  0.409
H (-0.506, 6.052, 0.040)  0.340
H (-2.841, 6.220, 0.340)  0.328
H (-4.389, 4.464, 0.044)  0.330
H (-4.048, 2.346, -0.682)  0.140
H (-3.703, 1.490, -2.486)  0.627
H (-2.832, 0.082, -3.057)  0.414
H (-4.464, 0.179, -0.484)  0.264
H (-4.908, -0.586, -2.010)  0.477
H (-4.023, -2.342, -0.553)  0.749
H (-2.883, -2.048, -1.843)  0.240
H (-4.536, -1.506, 1.173)  0.196
H (-5.171, -2.135, 3.252)  0.332
H (-3.848, -2.773, 5.099)  0.334
H (-1.498, -2.758, 5.174)  0.332
H (-0.002, -1.998, 3.674)  0.321
H (1.438, -1.712, 2.382)  0.752
H (1.848, -0.522, 1.193)  -0.866
H (0.693, -0.001, 3.964)  0.464
H (2.298, 0.384, 3.389)  0.493
N (1.714, -0.566, -1.395)  -0.018
C (2.772, -1.013, -1.502)  0.148
N (3.967, -1.561, -1.600)  -0.127
C (4.271, -2.646, -0.644)  -0.530
C (4.937, -2.059, 0.586)  -0.274
O (6.078, -1.297, 0.227)  -0.442
C (5.728, -0.199, -0.591)  -0.340
C (5.103, -0.674, -1.893)  -0.688
H (4.943, -3.342, -1.149)  0.303
H (3.340, -3.159, -0.406)  0.321
H (5.278, -2.847, 1.255)  0.396
H (4.223, -1.425, 1.131)  0.163
H (6.643, 0.362, -0.780)  0.375
H (5.021, 0.455, -0.060)  0.187
H (5.824, -1.244, -2.480)  0.324
H (4.749, 0.164, -2.492)  0.445
S (-0.301, -1.632, -5.520)  -0.205
C (0.012, 0.020, -5.211)  -0.318
C (-0.175, 0.287, -3.895)  -1.080
N (-0.564, -0.793, -3.138)  1.069
C (-0.667, -1.863, -3.875)  -0.586
H (0.309, 0.706, -5.985)  0.452
H (-0.069, 1.241, -3.400)  0.334
H (-0.964, -2.820, -3.472)  0.356
F (-0.823, -3.677, -0.882)  -0.402
C (0.174, -2.709, -0.976)  -0.181
F (1.109, -3.088, 0.024)  -0.344
H (0.704, -2.961, -1.911)  0.559

Values from the calculation:
2S+1   2
<S²>   0.754
Total energy   -84626.578 eV
Charge   0
Energy relative to the best compared isomer or geometry (same formula, charge and spin)   0.000 eV
Gap between HOMO and LUMO (spin up / spin down)   6.626 / 6.728 eV

=====

[2]
The following is a quantum chemistry calculation of a cluster of 6 separate species, C31H38F9INO13S2 in total in a non-equilibrium geometry, from the OMol25 dataset.

Each line ends with the Mulliken charge.
Atoms and positions in Å:
C (-0.796, 2.190, -1.307)  0.061
C (-0.624, 1.667, -2.867)  -0.382
O (-0.192, 0.262, -2.859)  -0.310
C (1.269, 0.119, -2.782)  0.208
C (2.349, 1.277, -2.358)  -0.155
N (3.876, 1.071, -2.286)  0.213
S (4.880, 2.447, -1.858)  1.056
O (5.385, 3.040, -3.231)  -0.581
O (4.060, 3.629, -1.206)  -0.496
C (6.419, 2.025, -0.881)  0.381
F (7.309, 1.132, -1.715)  -0.232
F (7.223, 3.294, -0.718)  -0.194
C (6.166, 1.221, 0.521)  0.638
F (7.536, 0.932, 1.089)  -0.282
F (5.542, -0.133, 0.327)  -0.211
C (5.353, 2.047, 1.676)  0.394
F (5.316, 3.516, 1.504)  -0.210
F (6.101, 1.804, 2.966)  -0.256
C (3.819, 1.460, 1.969)  0.648
F (3.958, 0.205, 2.781)  -0.206
F (3.005, 1.296, 0.743)  -0.156
F (3.048, 2.408, 2.855)  -0.233
C (4.438, -0.323, -2.637)  -0.172
C (3.486, -1.617, -3.041)  -0.072
S (4.327, -3.287, -3.396)  -0.199
C (1.862, -1.407, -3.123)  -0.304
I (0.465, -3.010, -3.647)  0.271
H (-0.197, 3.208, -1.195)  0.311
H (-0.305, 1.436, -0.540)  0.132
H (-1.946, 2.305, -1.048)  -0.380
H (0.051, 2.394, -3.487)  0.340
H (-1.710, 1.713, -3.359)  0.347
H (1.964, 2.348, -2.082)  0.337
H (5.611, -0.546, -2.635)  0.452
H (4.711, -3.721, -2.088)  0.245
O (4.641, -4.648, 0.867)  -0.610
C (4.897, -4.470, 2.046)  0.521
O (5.640, -5.324, 2.810)  -0.353
C (5.644, -4.861, 4.160)  -0.436
C (5.320, -3.392, 4.078)  -0.514
C (4.411, -3.321, 2.877)  0.147
H (4.892, -5.422, 4.724)  0.255
H (6.627, -5.038, 4.606)  0.330
H (4.869, -2.999, 4.992)  0.353
H (6.236, -2.821, 3.879)  0.236
H (3.366, -3.492, 3.147)  0.271
H (4.524, -2.374, 2.344)  -0.195
O (-3.112, 3.408, -3.033)  -0.582
C (-3.857, 3.771, -2.139)  0.351
O (-4.052, 3.088, -0.973)  -0.295
C (-5.066, 3.741, -0.211)  -0.238
C (-5.096, 5.158, -0.720)  -0.474
C (-4.723, 4.994, -2.172)  -0.475
H (-6.015, 3.220, -0.374)  0.176
H (-4.814, 3.695, 0.853)  0.346
H (-6.061, 5.649, -0.569)  0.309
H (-4.330, 5.752, -0.209)  0.261
H (-5.597, 4.797, -2.798)  0.274
H (-4.168, 5.859, -2.543)  0.332
O (-0.271, -6.802, -1.900)  -0.601
C (0.637, -7.020, -2.685)  0.515
O (0.749, -6.438, -3.915)  -0.306
C (1.865, -7.003, -4.601)  -0.405
C (2.751, -7.567, -3.522)  -0.324
C (1.760, -7.989, -2.467)  -0.373
H (1.499, -7.776, -5.285)  0.251
H (2.372, -6.227, -5.182)  0.305
H (3.390, -8.382, -3.872)  0.363
H (3.398, -6.777, -3.123)  0.076
H (1.393, -9.005, -2.636)  0.263
H (2.177, -7.890, -1.462)  0.286
O (-6.306, 5.538, 1.830)  -0.571
C (-7.212, 4.763, 2.088)  0.471
O (-7.409, 3.570, 1.454)  -0.217
C (-8.617, 2.979, 1.932)  -0.457
C (-8.863, 3.610, 3.277)  -0.511
C (-8.290, 4.994, 3.103)  -0.481
H (-9.418, 3.197, 1.218)  0.262
H (-8.493, 1.895, 2.006)  0.327
H (-9.917, 3.606, 3.568)  0.339
H (-8.297, 3.073, 4.048)  0.263
H (-9.026, 5.690, 2.690)  0.269
H (-7.876, 5.377, 4.038)  0.300
O (-5.748, -0.024, 2.997)  -0.583
C (-4.582, -0.060, 2.640)  0.392
O (-3.541, -0.422, 3.446)  -0.354
C (-2.316, -0.246, 2.736)  -0.478
C (-2.693, -0.277, 1.278)  0.053
C (-4.077, 0.324, 1.282)  0.156
H (-1.875, 0.712, 3.031)  0.271
H (-1.621, -1.051, 2.995)  0.334
H (-1.986, 0.258, 0.639)  -0.280
H (-2.745, -1.316, 0.930)  0.295
H (-4.047, 1.414, 1.207)  -0.272
H (-4.701, -0.102, 0.494)  0.435

Values from the calculation:
Total energy   -115076.516 eV
Charge   +1
Gap between HOMO and LUMO   6.106 eV

=====

[3]
The following is a quantum chemistry calculation of a structure of composition C31H38FIrN3O4S3 in a non-equilibrium geometry, from the OMol25 dataset.

Each line ends with the Mulliken charge.
Atoms and positions in Å:
Ir (-0.029, -0.234, -0.175)  2.855
F (1.559, 1.780, 6.236)  -0.323
C (0.842, 0.704, 5.903)  0.202
C (0.637, 0.462, 4.584)  -0.666
C (-0.124, -0.645, 4.163)  0.712
C (-0.305, -0.931, 2.769)  1.894
O (0.112, -0.072, 1.881)  -1.458
C (-0.930, -2.138, 2.471)  0.388
C (-1.487, -2.913, 3.475)  -0.698
N (-1.424, -2.596, 4.755)  0.201
C (-2.120, -3.444, 5.728)  -0.316
C (-3.548, -3.803, 5.454)  -0.890
C (-3.222, -2.839, 6.549)  -0.419
C (-0.687, -1.476, 5.150)  -0.462
C (-0.485, -1.195, 6.500)  -0.832
C (0.286, -0.115, 6.930)  -0.660
N (0.511, 0.125, 8.266)  0.181
C (-0.429, -0.267, 9.311)  -0.777
C (0.254, -1.086, 10.408)  -0.705
N (1.650, -0.566, 10.665)  -0.089
C (1.777, 0.871, 10.259)  -0.948
C (1.596, 1.003, 8.749)  -0.600
C (-1.052, -2.595, 1.082)  -0.301
O (-1.868, -3.379, 0.720)  -0.452
O (-0.116, -2.063, 0.213)  -0.579
H (1.063, 1.129, 3.850)  0.603
H (-2.014, -3.823, 3.219)  0.699
H (-1.476, -4.197, 6.163)  0.411
H (-3.874, -4.798, 5.719)  0.294
H (-4.020, -3.413, 4.561)  0.326
H (-3.333, -3.166, 7.573)  0.319
H (-3.455, -1.795, 6.384)  0.242
H (-0.917, -1.868, 7.225)  0.842
H (-1.258, -0.841, 8.912)  0.458
H (-0.860, 0.641, 9.739)  0.336
H (0.328, -2.139, 10.148)  0.411
H (-0.325, -1.005, 11.326)  0.388
H (2.334, -1.120, 10.144)  0.388
H (1.887, -0.674, 11.654)  0.370
H (2.760, 1.248, 10.534)  0.427
H (1.036, 1.440, 10.816)  0.402
H (2.520, 0.739, 8.234)  0.507
H (1.394, 2.054, 8.540)  0.391
C (1.772, 1.759, -3.998)  -0.748
C (0.569, 0.836, -4.037)  -0.686
S (0.236, -0.335, -2.668)  0.217
C (1.697, -1.368, -2.553)  -1.063
C (2.836, -0.736, -1.790)  -0.536
S (2.321, -0.035, -0.190)  0.025
C (2.224, 1.800, -0.305)  -0.189
C (2.890, 2.532, -1.466)  -0.936
S (1.680, 3.031, -2.716)  -0.019
H (1.770, 2.310, -4.941)  0.451
H (2.717, 1.222, -3.941)  0.345
H (0.639, 0.159, -4.894)  0.541
H (-0.354, 1.407, -4.134)  0.434
H (2.014, -1.660, -3.557)  0.649
H (1.348, -2.264, -2.038)  0.362
H (3.371, 0.039, -2.331)  0.259
H (3.561, -1.514, -1.540)  0.541
H (2.662, 2.093, 0.652)  0.524
H (1.163, 2.062, -0.281)  0.083
H (3.733, 2.014, -1.920)  0.485
H (3.277, 3.475, -1.078)  0.422
C (-2.882, 3.048, -0.253)  -1.802
C (-2.501, 1.636, -0.530)  0.963
O (-1.253, 1.385, -0.477)  -0.810
C (-3.509, 0.652, -0.849)  1.008
C (-4.847, 1.039, -1.024)  -0.580
C (-5.806, 0.099, -1.352)  -0.955
C (-5.457, -1.238, -1.490)  -0.491
C (-4.135, -1.649, -1.298)  -1.357
C (-3.185, -0.704, -0.998)  -0.017
H (-2.015, 3.624, 0.056)  0.313
H (-3.647, 3.082, 0.523)  0.498
H (-3.307, 3.501, -1.152)  0.476
H (-5.141, 2.073, -0.913)  0.486
H (-6.832, 0.408, -1.501)  0.454
H (-6.212, -1.971, -1.741)  0.453
H (-3.866, -2.693, -1.375)  0.529
H (-2.154, -1.036, -0.877)  0.600

Values from the calculation:
2S+1   2
<S²>   0.757
Total energy   -83446.663 eV
Charge   +4
Energy relative to the best compared isomer or geometry (same formula, charge and spin)   2.027 eV
Gap between HOMO and LUMO (spin up / spin down)   4.926 / 4.615 eV

=====

> Among the records above, which one has the lowest charge?

C31H38F2N7OSTi

=====

> Among the records above, which one has the lowest total energy?

C31H38F9INO13S2